Here is the molecule C29H31FN4O2S from OMol25. Energies are from the ωB97M-V functional and the def2-TZVPD basis.

Structure (XYZ):
```
68
Properties=species:S:1:pos:R:3:lowdin_charge:R:1
C -5.037 -0.430 -3.312 -0.0428
C -3.913 0.312 -2.655 -0.2714
C -2.766 0.652 -3.357 -0.0614
C -1.746 1.331 -2.713 -0.0930
C -1.849 1.658 -1.376 -0.0482
C -2.984 1.297 -0.639 -0.2217
N -3.053 1.637 0.710 -0.0618
C -4.294 1.478 1.433 -0.1205
C -4.496 0.022 1.922 -0.1028
N -3.208 -0.639 1.909 -0.0370
C -3.015 -1.710 1.100 -0.4237
O -3.935 -2.295 0.561 0.0782
C -1.589 -2.135 0.919 -0.1548
C -1.030 -3.149 1.684 -0.0249
C 0.275 -3.553 1.464 -0.0063
C 1.041 -2.951 0.473 -0.2096
C 0.460 -1.949 -0.318 -0.1535
C -0.845 -1.549 -0.100 0.0563
N 1.224 -1.397 -1.349 0.1835
C 2.547 -1.609 -1.518 -0.4333
O 3.150 -1.218 -2.495 0.0669
C 3.220 -2.318 -0.341 -0.2683
C 3.573 -1.289 0.756 -0.4138
S 5.202 -0.506 0.581 0.8868
C 4.909 0.692 -0.767 -0.4097
C 3.733 1.581 -0.517 -0.2958
C 2.837 1.847 -1.546 -0.0432
C 1.755 2.685 -1.338 -0.0733
C 1.532 3.249 -0.094 -0.0232
C 2.421 2.960 0.925 -0.2636
F 2.204 3.487 2.151 0.0535
C 3.520 2.146 0.735 0.0091
N 2.332 -3.337 0.169 0.0675
C -2.158 0.176 2.468 -0.0810
C -1.883 1.393 1.543 -0.3149
C -1.495 2.634 2.346 -0.0341
C -4.014 0.642 -1.311 0.0168
H -5.226 -1.363 -2.781 0.0854
H -5.952 0.161 -3.284 0.0834
H -4.801 -0.658 -4.348 0.0741
H -2.671 0.393 -4.401 0.1052
H -0.858 1.612 -3.263 0.0961
H -1.049 2.204 -0.900 0.0852
H -5.121 1.800 0.801 0.1233
H -4.253 2.153 2.293 0.1155
H -4.910 0.009 2.936 0.1257
H -5.155 -0.550 1.267 0.1103
H -1.616 -3.620 2.457 0.1209
H 0.708 -4.344 2.058 0.1121
H -1.288 -0.798 -0.736 0.1120
H 0.738 -0.871 -2.064 0.1635
H 4.139 -2.793 -0.700 0.1477
H 2.818 -0.503 0.824 0.0811
H 3.629 -1.803 1.718 0.0812
H 5.834 1.270 -0.804 0.0859
H 4.793 0.138 -1.698 0.0629
H 2.995 1.395 -2.513 0.1117
H 1.078 2.902 -2.150 0.1003
H 0.696 3.905 0.092 0.1113
H 4.196 1.949 1.552 0.1149
H 2.755 -3.983 0.820 0.1400
H -2.494 0.518 3.453 0.1309
H -1.254 -0.418 2.597 0.1296
H -1.050 1.133 0.884 0.1217
H -1.364 3.480 1.677 0.0754
H -2.262 2.891 3.072 0.0719
H -0.563 2.459 2.876 0.0800
H -4.909 0.343 -0.791 0.1100
```

Properties
spin multiplicity: 1
HOMO-LUMO gap: 8.42 eV
DFT total energy: -54186.3312 eV
strongest force on any atom: 0.584 eV Å⁻¹
SMILES: Cc1cccc(N2CCN(C(=O)c3ccc4c(c3)NC(=O)[C@@H](CSCc3cccc(F)c3)N4)C[C@@H]2C)c1
relative energy (zero: lowest compared OMol25 entry of this formula, charge and spin): 0.0 kcal per mole
HOMO: -7.90 eV